1.
C4H9NO in the gas phase, computed with ωB97M-V with the def2-TZVPD basis set.

Structure (ORCA input):
```
! wB97M-V def2-TZVPD RIJCOSX def2/J DEFGRID3
* xyz 0 1
C 2.17693 0.54383 0.02512
O 0.77418 0.50347 0.07636
C 0.25959 -0.80454 0.21195
C -1.25545 -0.73060 0.02580
C -1.96109 0.45978 0.54380
N -1.83553 0.26013 -0.89146
H 2.55569 0.02225 -0.86563
H 2.62854 0.08600 0.91739
H 2.47516 1.59442 -0.02108
H 0.58806 -1.21648 1.18846
H 0.67532 -1.45963 -0.56702
H -1.79575 -1.59989 -0.30773
H -1.31371 1.23925 0.93525
H -2.95160 0.40452 0.99100
H -1.07075 0.79350 -1.27855
*
```

Values from the calculation:
- HOMO energy: -9.4 eV
- Energy above the lowest of the compared OMol25 structures with the same formula, charge and spin: 272.5 kJ/mol
- SMILES string: COC[C@H]1CN1
- LUMO: 1.01 eV

Formally, the Löwdin partial charges of the atoms, in units of the elementary charge, are as follows: number 1, C, carries -0.109; number 2, O, carries -0.220; number 3, C, carries -0.190; number 4, C, carries -0.277; number 5, C, carries -0.145; number 6, N, carries 0.008; number 7, H, carries 0.090; number 8, H, carries 0.089; number 9, H, carries 0.091; number 10, H, carries 0.131; number 11, H, carries 0.121; number 12, H, carries 0.127; number 13, H, carries 0.104; number 14, H, carries 0.099; number 15, H, carries 0.081

2.
7 unconnected molecules or ions with the total composition C51H50ClF9IN3O2PS, computed with ωB97M-V with the def2-TZVPD basis set.

Structure (ORCA input):
```
! wB97M-V def2-TZVPD RIJCOSX def2/J DEFGRID3
* xyz 1 1
N 2.61192 1.86106 0.98026
C 2.48016 0.46435 0.61841
N 1.55894 -0.55371 1.06257
C 0.55540 -0.19831 2.10725
C -0.61306 0.68948 1.45869
C -1.71385 -0.19979 0.66133
F -1.12656 -0.36911 -0.65621
F -1.82632 -1.52676 1.17564
C -3.10126 0.55057 0.41342
F -3.67117 -0.01027 -0.77679
F -2.80304 1.91138 0.07482
S -4.38512 0.41975 1.75448
F -4.20941 2.08663 2.03107
F -3.28490 0.16864 2.97944
F -4.66427 -1.19744 1.49858
F -5.55022 0.84049 0.59587
F -5.59315 0.38938 2.90373
C 1.71024 -1.85211 0.42901
C 0.90287 -3.21537 0.58098
C 0.60375 -3.65472 2.08604
O 1.22364 -3.27174 3.10488
C -0.58596 -4.73588 2.28186
C -0.16288 -6.22364 2.07981
C -1.16820 -7.41698 2.17896
C -2.64173 -7.05509 2.48980
C -3.06385 -5.56834 2.72360
C -2.04989 -4.37069 2.62324
C 2.89575 -1.59950 -0.52953
P 3.80407 -2.73138 -1.75055
O 2.95919 -4.22011 -1.93875
Cl 3.77223 -1.83668 -3.69807
N 3.29713 -0.19517 -0.36907
I 4.77852 0.86780 -1.36946
H 2.07886 2.10932 1.82478
H 3.59209 2.17034 1.03588
H 0.13638 -1.08184 2.69050
H 1.10422 0.48554 2.86380
H -0.17190 1.47955 0.74704
H -1.10821 1.28081 2.31885
H -0.05639 -3.12324 -0.04496
H 1.52742 -4.06223 0.10787
H 0.92468 -6.50788 1.84538
H -0.77712 -8.48071 1.98999
H -3.40833 -7.91075 2.53564
H -4.18414 -5.40932 2.94240
H -2.38273 -3.29462 2.77762
H 1.98394 -4.07469 -1.93562
C 9.29967 1.17665 -4.63101
C 7.97378 0.81472 -4.41257
C 7.67590 -0.37596 -3.75638
C 8.70468 -1.20062 -3.30959
C 10.03013 -0.83691 -3.52486
C 10.32824 0.34972 -4.18945
H 9.53169 2.10317 -5.14552
H 7.17159 1.46115 -4.75508
H 6.64160 -0.66149 -3.59220
H 8.47248 -2.12654 -2.79368
H 10.83207 -1.47895 -3.17535
H 11.36160 0.63016 -4.36198
C 4.00631 -1.07714 4.11681
C 5.22036 -0.46490 4.41380
C 6.07981 -1.03868 5.34537
C 5.72928 -2.23058 5.97309
C 4.51680 -2.84460 5.67315
C 3.65297 -2.26620 4.74838
H 3.33383 -0.62732 3.39190
H 5.49682 0.46114 3.91922
H 7.02302 -0.55807 5.58179
H 6.40152 -2.68052 6.69586
H 4.24466 -3.77458 6.16146
H 2.70579 -2.74144 4.51875
C 14.16683 -2.03081 -7.48272
C 13.87481 -3.10551 -6.64868
C 12.59965 -3.24151 -6.10839
C 11.61313 -2.30721 -6.41037
C 11.90423 -1.23446 -7.24745
C 13.18188 -1.09346 -7.78035
H 15.16200 -1.92325 -7.90110
H 14.64208 -3.83757 -6.41881
H 12.37410 -4.07599 -5.45275
H 10.61749 -2.41566 -5.99310
H 11.13430 -0.50690 -7.48406
H 13.41000 -0.25413 -8.42851
C -7.65842 1.85339 -4.93915
C -7.92758 1.81735 -3.57450
C -6.94584 1.39887 -2.68179
C -5.69065 1.02538 -3.15335
C -5.42037 1.06501 -4.51781
C -6.40515 1.47476 -5.41132
H -8.42524 2.17653 -5.63520
H -8.90396 2.11503 -3.20637
H -7.15818 1.36455 -1.61834
H -4.92456 0.70416 -2.45805
H -4.44107 0.77531 -4.88530
H -6.19596 1.50035 -6.47534
C -5.93604 4.71589 1.99983
C -5.14804 5.86009 2.07928
C -5.74315 7.10431 2.26350
C -7.12675 7.20314 2.37809
C -7.91436 6.05850 2.30231
C -7.31995 4.81561 2.10896
H -5.47240 3.74674 1.85287
H -4.06857 5.78212 1.99671
H -5.12914 7.99696 2.31877
H -7.59062 8.17249 2.52656
H -8.99309 6.13544 2.39333
H -7.93494 3.92421 2.04456
C -11.29015 4.16700 2.24870
C -10.85100 3.03231 2.92393
C -11.46065 2.65106 4.11509
C -12.51672 3.39966 4.62638
C -12.95826 4.53220 3.94924
C -12.34260 4.91869 2.76278
H -10.81222 4.46601 1.32132
H -10.03191 2.44469 2.52162
H -11.11378 1.77017 4.64476
H -12.99536 3.09981 5.55260
H -13.78273 5.11475 4.34723
H -12.68349 5.80471 2.23800
*
```

Values from the calculation:
- HOMO energy: -10.5 eV
- LUMO: -4.54 eV

Löwdin atomic charge list, values in e, 99 entries: number 1, N, carries 0.141; number 2, C, carries -0.267; number 3, N, carries 0.002; number 4, C, carries -0.097; number 5, C, carries -0.037; number 6, C, carries -0.279; number 7, F, carries 0.035; number 8, F, carries 0.039; number 9, C, carries -0.304; number 10, F, carries 0.046; number 11, F, carries 0.075; number 12, S, carries 1.001; number 13, F, carries -0.202; number 14, F, carries -0.166; number 15, F, carries -0.144; number 16, F, carries -0.172; number 17, F, carries -0.143; number 18, C, carries -0.065; number 19, C, carries -0.030; number 20, C, carries -0.286; number 21, O, carries 0.050; number 22, C, carries -0.111; number 23, C, carries -0.023; number 24, C, carries -0.050; number 25, C, carries -0.061; number 26, C, carries -0.044; number 27, C, carries -0.010; number 28, C, carries -0.350; number 29, P, carries 0.634; number 30, O, carries -0.360; number 31, Cl, carries 0.123; number 32, N, carries -0.463; number 33, I, carries 1.017; number 34, H, carries 0.101; number 35, H, carries 0.070; number 36, H, carries 0.137; number 37, H, carries 0.141; number 38, H, carries 0.141; number 39, H, carries 0.144; number 40, H, carries 0.140; number 41, H, carries 0.128; number 42, H, carries 0.102; number 43, H, carries 0.102; number 44, H, carries 0.099; number 45, H, carries 0.098; number 46, H, carries 0.083; number 47, H, carries 0.051; number 48, C, carries -0.088; number 49, C, carries -0.103; number 50, C, carries -0.131; number 51, C, carries -0.092; number 52, C, carries -0.098; number 53, C, carries -0.090; number 54, H, carries 0.104; number 55, H, carries 0.098; number 56, H, carries 0.035; number 57, H, carries 0.102; number 58, H, carries 0.107; number 59, H, carries 0.109; number 60, C, carries -0.104; number 61, C, carries -0.104; number 62, C, carries -0.090; number 63, C, carries -0.083; number 64, C, carries -0.079; number 65, C, carries -0.089; number 66, H, carries 0.068; number 67, H, carries 0.093; number 68, H, carries 0.104; number 69, H, carries 0.106; number 70, H, carries 0.106; number 71, H, carries 0.068; number 72, C, carries -0.095; number 73, C, carries -0.096; number 74, C, carries -0.096; number 75, C, carries -0.108; number 76, C, carries -0.102; number 77, C, carries -0.095; number 78, H, carries 0.102; number 79, H, carries 0.101; number 80, H, carries 0.099; number 81, H, carries 0.094; number 82, H, carries 0.100; number 83, H, carries 0.101; number 84, C, carries -0.092; number 85, C, carries -0.091; number 86, C, carries -0.092; number 87, C, carries -0.095; number 88, C, carries -0.096; number 89, C, carries -0.095; number 90, H, carries 0.103; number 91, H, carries 0.102; number 92, H, carries 0.091; number 93, H, carries 0.072; number 94, H, carries 0.098; number 95, H, carries 0.101; number 96, C, carries -0.093; number 97, C, carries -0.098; number 98, C, carries -0.096; number 99, C, carries -0.090

3.
A molecular structure, C35H42Cl3HfNO3SSi, computed with ωB97M-V with the def2-TZVPD basis set.

Structure (ORCA input):
```
! wB97M-V def2-TZVPD RIJCOSX def2/J DEFGRID3
* xyz 0 1
Hf -0.35002 -0.70524 0.29892
C -2.49839 -1.23950 3.14161
C -1.23841 -2.02249 3.33852
C -0.95690 -2.57440 4.60613
C 0.19791 -3.26484 4.79834
C 1.07399 -3.48442 3.71607
C 2.26807 -4.22940 3.84968
C 3.04829 -4.44706 2.75521
C 2.66204 -3.95334 1.49362
C 1.51298 -3.22193 1.32362
S 1.01776 -2.72090 -0.28605
C 0.70819 -2.95040 2.46267
N -0.41509 -2.17239 2.31399
H -3.16408 -1.35247 3.99529
H -3.02018 -1.57503 2.24482
H -2.26984 -0.18184 3.02764
H -1.66250 -2.42260 5.41110
H 0.44785 -3.67116 5.77182
H 2.53835 -4.62167 4.82225
H 3.96545 -5.01557 2.84254
H 3.27643 -4.16041 0.62628
Cl -7.85850 -0.75958 -1.15749
C -6.14987 -0.95464 -0.91685
C -5.43796 0.04163 -0.27258
C -4.08033 -0.13873 -0.09210
Cl -3.12120 1.07679 0.68764
C -3.40530 -1.28077 -0.53330
O -2.10174 -1.41937 -0.35228
C -4.16399 -2.25648 -1.18335
Cl -3.36160 -3.67301 -1.75755
C -5.52515 -2.10148 -1.37666
H -5.92738 0.93987 0.07591
H -6.08984 -2.87026 -1.88442
C 3.15432 0.33041 -1.75189
C 2.19908 1.53600 -1.79286
C 2.74642 2.53625 -2.82387
C 2.30670 2.25119 -0.43272
Si 0.39518 0.82153 -2.09078
C -0.87655 2.28236 -2.35419
C -0.64323 3.12505 -3.61807
C -0.77249 3.23076 -1.14814
C -2.32702 1.75133 -2.42286
C 0.34363 -0.31568 -3.69308
C 1.11529 0.25140 -4.89338
C -1.10734 -0.53447 -4.15121
C 0.89261 -1.72027 -3.41732
H 4.15964 0.67203 -1.47462
H 3.23532 -0.15924 -2.72360
H 2.84596 -0.42197 -1.02156
H 3.78757 2.77552 -2.56902
H 2.19469 3.47698 -2.80408
H 2.74050 2.16168 -3.84322
H 3.35404 2.26458 -0.10695
H 1.72752 1.77200 0.35362
H 1.97689 3.28778 -0.49267
H 0.34097 3.59094 -3.63872
H -1.38739 3.93105 -3.66604
H -0.75240 2.53355 -4.52753
H 0.14246 3.82223 -1.18556
H -0.78727 2.70461 -0.18779
H -1.61434 3.93373 -1.15214
H -2.63740 1.56948 -3.45130
H -3.02063 2.48751 -2.00097
H -2.47293 0.81541 -1.88065
H 0.82345 1.27322 -5.13952
H 0.91327 -0.37068 -5.77492
H 2.19362 0.23451 -4.73317
H -1.55216 0.36604 -4.57333
H -1.74987 -0.89215 -3.34153
H -1.11704 -1.30007 -4.93675
H 1.89550 -1.72577 -2.99186
H 0.92276 -2.28662 -4.35730
H 0.23501 -2.27091 -2.73970
O 1.51800 -0.24929 1.49774
C 0.88742 0.58858 2.19446
O -0.34552 0.80481 1.88133
C 1.51060 1.28951 3.32827
C 0.76737 2.18683 4.08856
C 1.36520 2.83322 5.15771
C 2.69824 2.58205 5.45942
C 3.43918 1.68727 4.69662
C 2.84628 1.03770 3.62708
H -0.26710 2.36955 3.82978
H 0.79624 3.53435 5.75453
H 3.16435 3.09004 6.29413
H 4.47784 1.50041 4.93588
H 3.39851 0.33677 3.01469
*
```

Values from the calculation:
- HOMO energy: -7.5 eV
- Energy above the lowest of the compared OMol25 structures with the same formula, charge and spin: 40.3 kJ/mol
- LUMO: -0.49 eV

Formally, the Löwdin partial charges of the atoms, in units of the elementary charge, are as follows: number 1, Hf, carries 1.480; number 2, C, carries -0.026; number 3, C, carries -0.289; number 4, C, carries -0.008; number 5, C, carries 0.010; number 6, C, carries -0.152; number 7, C, carries -0.040; number 8, C, carries -0.071; number 9, C, carries -0.097; number 10, C, carries -0.582; number 11, S, carries 0.657; number 12, C, carries -0.229; number 13, N, carries 0.058; number 14, H, carries 0.087; number 15, H, carries 0.075; number 16, H, carries 0.047; number 17, H, carries 0.114; number 18, H, carries 0.123; number 19, H, carries 0.112; number 20, H, carries 0.107; number 21, H, carries 0.105; number 22, Cl, carries 0.673; number 23, C, carries -0.666; number 24, C, carries -0.115; number 25, C, carries -0.557; number 26, Cl, carries 0.813; number 27, C, carries -0.463; number 28, O, carries -0.340; number 29, C, carries -0.581; number 30, Cl, carries 0.734; number 31, C, carries -0.121; number 32, H, carries 0.111; number 33, H, carries 0.109; number 34, C, carries -0.117; number 35, C, carries -0.620; number 36, C, carries -0.097; number 37, C, carries -0.107; number 38, Si, carries 0.789; number 39, C, carries -0.623; number 40, C, carries -0.094; number 41, C, carries -0.122; number 42, C, carries -0.135; number 43, C, carries -0.628; number 44, C, carries -0.101; number 45, C, carries -0.108; number 46, C, carries -0.155; number 47, H, carries 0.083; number 48, H, carries 0.061; number 49, H, carries 0.044; number 50, H, carries 0.085; number 51, H, carries 0.060; number 52, H, carries 0.061; number 53, H, carries 0.089; number 54, H, carries 0.032; number 55, H, carries 0.066; number 56, H, carries 0.059; number 57, H, carries 0.088; number 58, H, carries 0.060; number 59, H, carries 0.062; number 60, H, carries 0.042; number 61, H, carries 0.083; number 62, H, carries 0.067; number 63, H, carries 0.075; number 64, H, carries 0.013; number 65, H, carries 0.062; number 66, H, carries 0.084; number 67, H, carries 0.066; number 68, H, carries 0.060; number 69, H, carries 0.067; number 70, H, carries 0.088; number 71, H, carries 0.045; number 72, H, carries 0.087; number 73, H, carries 0.019; number 74, O, carries -0.119; number 75, C, carries -0.585; number 76, O, carries -0.184; number 77, C, carries -0.135; number 78, C, carries -0.006; number 79, C, carries -0.067; number 80, C, carries -0.072; number 81, C, carries -0.065; number 82, C, carries 0.000; number 83, H, carries 0.120; number 84, H, carries 0.106; number 85, H, carries 0.106; number 86, H, carries 0.107; number 87, H, carries 0.125

Values of electronic energy, in order: -287.72868, -4683.77319, -3755.86756, all in hartree.
Values of orbital gap, in order: 10.44, 5.92, 6.98, all in eV.
Values of largest force on an atom, in order: 0.0305, 0.1116, 0.0108, all in Eh/bohr.